Entry from OMol25: C18H36NbO3 as an isolated structure (ωB97M-V with the def2-TZVPD basis set).

## Properties
total charge	-1
E_tot	-989.3901	Ha
HOMO	-4.8	eV
frontier orbital gap	6.642	eV

CARTESIAN COORDINATES (ANGSTROEM)
H: -1.949 -0.079 0.950
H: -0.266 0.761 1.120
H: -3.333 0.646 3.454
H: 3.863 3.647 -3.545
H: -0.663 -0.860 -5.990
C: -0.688 -2.433 -0.204
C: -1.140 -0.106 3.080
H: -1.266 -2.404 2.633
C: 2.079 -0.678 2.522
C: 0.307 -1.918 -2.871
H: -1.912 -1.591 -4.782
H: -1.893 -2.910 -2.328
H: -1.555 -2.818 0.512
H: 1.511 -3.953 1.618
H: 1.780 4.875 -0.819
H: 2.906 -0.894 -0.132
C: -0.949 0.460 -4.153
C: -1.312 0.656 1.640
H: -1.891 0.997 -4.651
C: -2.694 -0.314 3.665
C: -0.885 -2.477 -1.865
C: 1.879 -1.320 -0.502
H: 2.088 -0.346 3.645
C: 1.678 -1.372 -2.158
C: 1.013 1.759 -3.481
H: -5.645 -0.551 1.548
H: 2.611 5.781 -3.042
O: -5.297 -0.852 2.401
O: 0.236 -1.877 -4.339
H: 3.167 -1.085 2.256
C: -0.865 -1.032 -4.826
H: 0.810 1.263 -2.441
H: -1.145 0.478 -2.999
H: 3.032 2.614 -1.315
C: 1.518 -3.253 2.584
H: 1.905 0.264 1.841
C: 0.897 3.383 -3.281
H: 2.570 -3.171 3.091
C: 0.667 -1.857 0.516
H: -1.247 1.688 4.485
H: -2.652 -0.541 4.836
H: 2.157 1.538 -3.738
H: 0.828 3.918 -4.339
H: 4.296 4.860 -1.380
C: -0.484 -1.598 3.022
O: 0.233 1.211 -4.601
Nb: 2.771 4.190 -2.169
H: 0.154 0.401 5.017
H: -0.245 -1.914 4.144
H: -1.881 1.698 1.711
H: 0.787 -3.765 3.374
H: 0.350 1.568 3.494
C: -0.422 0.933 4.146
C: 0.897 -1.755 2.167
H: -3.162 -1.276 3.177
H: -0.059 3.685 -2.665
H: -6.046 -1.308 2.812
H: 2.556 -0.965 -2.843

***

Entry from OMol25: a 6-piece molecular cluster, C18H36O18 overall (ωB97M-V with the def2-TZVPD basis set).

## Properties
E_tot	-2061.3998	Ha
HOMO	-10.3	eV
frontier orbital gap	10.797	eV

CARTESIAN COORDINATES (ANGSTROEM)
H: 1.989 -2.659 -4.414
C: -6.596 0.990 4.832
O: 4.760 -0.606 4.508
C: -1.075 -0.031 0.946
H: -6.748 1.309 5.797
H: -4.284 -2.641 -5.251
H: 5.614 0.638 5.467
H: 3.472 -3.383 -4.773
H: -5.503 0.781 4.889
H: 4.848 6.667 -2.922
C: 4.918 0.037 3.339
O: -1.884 -1.011 1.352
H: -1.009 -3.365 -1.044
H: 0.585 1.689 0.419
H: 4.262 1.982 -1.363
C: 2.753 -3.151 -3.979
H: 4.025 0.744 5.877
O: -2.077 -2.792 -3.456
C: 1.225 0.715 0.676
C: -2.798 -3.757 -3.079
O: 0.243 -0.168 1.175
H: 4.941 1.413 -2.690
H: 1.854 0.275 -0.047
O: -7.740 -1.957 3.128
H: 3.360 1.407 -3.000
H: -2.294 -3.820 0.132
C: -7.627 -2.719 1.974
C: 2.756 5.356 -1.380
H: -3.519 0.322 1.460
C: 0.925 5.062 0.062
O: 1.627 5.852 -0.904
H: 2.290 -4.178 -3.702
C: -2.125 -3.462 -0.831
O: -3.658 -4.263 -3.930
H: -6.655 -2.895 1.684
H: -4.393 -4.363 -5.815
H: 1.492 4.590 0.676
C: -3.850 -3.674 -5.188
C: 4.050 1.087 -2.198
O: -7.509 -0.112 4.414
H: -2.120 -2.378 -0.704
C: -7.124 -0.849 3.324
O: 3.229 4.241 -1.034
H: 1.919 1.023 1.462
H: 4.525 5.388 -3.970
H: 5.727 -0.126 0.836
H: -6.850 1.807 4.391
C: 4.515 5.762 -2.929
H: -8.120 -2.095 1.252
O: 3.799 -0.589 -4.322
O: -6.374 -0.407 2.462
O: 3.250 -2.282 -2.895
H: 5.432 -0.513 6.589
H: -8.118 -3.674 2.055
H: 4.165 -1.189 0.577
O: 3.878 -0.287 -1.992
H: -2.993 -3.770 -5.826
O: -2.859 -4.114 -1.808
C: 3.702 -1.119 -3.136
H: 0.359 4.238 -0.574
H: -3.916 -1.035 0.537
C: -3.320 -0.810 1.312
H: 5.031 4.930 -2.425
H: 0.144 5.626 0.510
O: 5.109 1.292 3.302
O: -1.473 0.885 0.196
O: 4.619 -0.797 2.336
O: 3.284 5.948 -2.378
H: 4.201 0.476 1.041
C: 4.648 -0.312 1.112
C: 4.967 0.105 5.800
H: -3.846 -1.249 2.083